(1)
Here is a 2-piece molecular cluster, C12H20FN2O2 overall in a non-equilibrium geometry from OMol25. Energies are from ωB97M-V with the def2-TZVPD basis set.

Calculated values
LUMO energy = -3.395 eV
F_max = 9.22 eV/Å
Energy relative to the best compared isomer or geometry (same formula, charge and spin) = 0.0000 eV
Net charge = +1
Total energy = -22550.317 eV
HOMO energy = -11.787 eV

Atoms and positions in Å:
N  -3.28  1.09  -2.66
C  -2.66  0.30  -1.49
C  -1.67  1.39  -0.71
C  -1.06  0.83  0.71
N  -0.11  1.93  1.22
C  1.30  1.70  0.73
C  2.20  3.06  0.55
O  1.59  4.10  -0.30
C  0.98  5.15  0.56
O  -0.31  5.45  0.26
H  -2.44  1.61  -3.05
H  -3.84  1.86  -2.19
H  -2.03  -0.63  -1.89
H  -3.54  -0.05  -0.79
H  -2.34  2.33  -0.46
H  -0.77  1.74  -1.38
H  -1.93  0.61  1.49
H  -0.51  -0.19  0.52
H  -0.54  2.83  0.89
H  -0.15  1.93  2.28
H  1.86  1.04  1.55
H  1.24  1.11  -0.28
H  3.21  2.73  -0.01
H  2.57  3.51  1.59
H  1.49  5.67  1.47
F  1.55  -1.69  0.64
C  1.23  -2.97  0.38
C  -0.08  -3.28  0.01
C  -0.42  -4.60  -0.27
C  0.55  -5.61  -0.15
C  1.85  -5.28  0.23
C  2.19  -3.96  0.49
H  -0.82  -2.49  -0.07
H  -1.43  -4.86  -0.57
H  0.28  -6.64  -0.36
H  2.60  -6.07  0.32
H  3.21  -3.69  0.78


(2)
Here is one molecule with the formula C6H12IN5O in a non-equilibrium geometry from OMol25. Energies are from ωB97M-V with the def2-TZVPD basis set.

Calculated values
LUMO energy = 0.582 eV
F_max = 4.97 eV/Å
Energy relative to the best compared isomer or geometry (same formula, charge and spin) = 0.0345 eV
Structure (SMILES) = Cn1nc(N)c(N[C@@](C)(O)I)c1N
Total energy = -24013.888 eV
HOMO energy = -7.746 eV

Atoms and positions in Å:
C  2.94  1.59  -1.27
N  1.80  1.25  -0.46
N  0.99  2.24  0.05
C  0.04  1.64  0.74
N  -0.95  2.30  1.44
C  0.09  0.24  0.55
N  -0.78  -0.71  1.16
C  -1.87  -1.24  0.36
C  -1.49  -2.31  -0.55
O  -2.87  -1.51  1.31
I  -2.78  0.42  -0.96
C  1.27  0.05  -0.16
N  1.66  -1.20  -0.59
H  3.05  2.67  -1.37
H  3.85  1.52  -0.63
H  3.06  0.97  -2.19
H  -1.89  2.02  1.60
H  -0.84  3.37  1.29
H  -1.17  -0.32  2.05
H  -2.25  -2.50  -1.46
H  -1.54  -3.19  0.08
H  -0.49  -2.07  -0.92
H  -3.59  -1.87  0.85
H  1.16  -1.89  0.06
H  2.61  -1.45  -0.97